# 1
An isolated molecule of C13H11N3S2, computed with ωB97M-V with the def2-TZVPD basis set.

## Properties
HOMO energy   -0.3038 hartree

The geometry in ORCA input format:
```
! RIJCOSX wB97M-V def2-TZVPD def2/J DEFGRID3
* xyz 0 1
H -0.132 2.895 -1.002
C -2.194 -0.267 -1.339
C 1.885 -0.631 -0.687
N -1.497 0.727 -1.444
C -0.519 2.599 -0.089
C 1.216 -0.426 1.712
N -0.107 -1.559 0.063
H 0.542 -0.979 2.658
C -2.066 1.010 1.186
C 3.044 0.724 1.169
H -0.733 -3.275 -2.856
C -2.827 -0.078 0.917
H -3.350 -0.449 1.556
S 1.447 -1.370 -1.993
C 2.291 0.230 2.189
H 4.111 1.155 1.395
H -1.954 1.639 1.815
S -2.082 -1.265 -2.786
H 3.737 0.602 -1.062
C -1.482 1.450 -0.223
C 2.989 0.213 -0.146
C 1.022 -1.066 0.438
H 0.341 2.561 0.562
H -0.919 3.420 0.217
N -2.943 -0.558 -0.339
H -1.577 -3.124 -1.580
C 0.190 -1.945 -1.300
C -0.901 -2.764 -2.064
H 2.470 0.530 3.033
*
```

Atomic partial charges in e from the natural (NBO) method, atoms 1 to 4: H 0.2277; C 0.2815; C -0.4173; N -0.4819


# 2
A structure of composition C15H21Cl2O2PbS3Te, computed with ωB97M-V with the def2-TZVPD basis set.

## Properties
ΔE to the lowest compared entry with this formula, charge and spin   45.5 kJ/mol
HOMO energy (spin up / spin down)   -0.6084 / -0.6496 hartree

The geometry in ORCA input format:
```
! RIJCOSX wB97M-V def2-TZVPD def2/J DEFGRID3
* xyz 3 1
H 3.752 1.850 4.095
H -1.134 -0.881 -3.865
H -3.425 -3.223 -0.990
C 2.237 0.809 3.023
S -2.375 -0.209 1.069
H 4.406 0.455 -0.756
C -2.617 0.418 -2.941
C -3.522 0.890 0.181
H -3.926 -2.009 1.069
H -3.607 0.348 -2.496
C 1.303 -0.294 3.011
O 1.856 1.521 0.782
C 2.226 -1.007 5.186
Te 2.346 1.202 -2.278
H -3.592 2.579 -1.157
H -2.771 -1.509 -3.866
C -2.959 -1.870 0.581
H -2.310 2.692 0.044
C 3.101 0.086 5.160
C -2.046 -0.953 -3.272
H -4.174 0.275 -0.433
C -2.848 2.004 -0.609
H 1.300 0.499 -4.658
H 2.246 -1.693 6.023
C 2.294 0.384 -4.229
Cl 0.248 -2.488 4.188
H 4.227 -0.690 -2.138
H -2.720 0.983 -3.868
H -2.253 -2.549 1.065
C -3.112 -2.183 -0.901
H -4.141 1.353 0.949
H -3.871 -1.576 -1.393
S -1.580 -2.048 -1.889
C 4.222 0.350 -1.822
O 0.454 -0.446 2.110
C 2.325 1.732 1.898
Cl 4.189 0.331 6.414
H 2.854 2.678 2.100
H 3.009 0.953 -4.827
C 1.348 -1.197 4.161
H 4.954 0.923 -2.393
Pb 0.027 -0.304 -0.381
C 3.077 1.001 4.077
S -1.612 1.475 -1.832
H 2.594 -0.660 -4.190
*
```

Atomic partial charges in e from the natural (NBO) method, atoms 1 to 4: H 0.2593; H 0.2454; H 0.2871; C -0.2603


# 3
An isolated molecule of C6H12O, computed with ωB97M-V with the def2-TZVPD basis set.

## Properties
ΔE to the lowest compared entry with this formula, charge and spin   196.0 kJ/mol
HOMO energy   -0.3321 hartree

The geometry in ORCA input format:
```
! RIJCOSX wB97M-V def2-TZVPD def2/J DEFGRID3
* xyz 0 1
C 2.339 1.283 -1.626
H 2.076 0.939 -2.628
H 2.570 2.318 -1.407
H -3.031 -1.095 -1.295
C -1.283 0.024 0.935
H 2.187 0.107 0.866
H 0.176 0.776 -1.339
C 0.145 -0.139 1.401
O -2.148 -1.290 -0.962
C 1.217 0.295 0.409
C 1.127 0.782 -0.815
H -1.200 -2.050 0.762
H 0.295 0.486 2.287
H 0.464 -1.169 1.617
H -1.404 0.586 0.010
H -1.953 0.469 1.670
H -2.806 -1.658 1.006
C -1.952 -1.326 0.412
H 3.180 0.662 -1.302
*
```

Atomic partial charges in e from the natural (NBO) method, atoms 1 to 4: C -0.6447; H 0.2169; H 0.2221; H 0.4826


# 4
An isolated molecule of C5H12N2O, computed with ωB97M-V with the def2-TZVPD basis set.

## Properties
ΔE to the lowest compared entry with this formula, charge and spin   191.1 kJ/mol
HOMO energy   -0.2952 hartree

The geometry in ORCA input format:
```
! RIJCOSX wB97M-V def2-TZVPD def2/J DEFGRID3
* xyz 0 1
N 1.858 -1.727 -0.967
H 0.487 0.862 1.744
H -0.858 -1.192 -0.954
H 2.681 -2.235 -1.247
N -1.095 0.220 0.553
H -0.412 -1.368 1.697
H 1.430 1.560 -0.352
H 1.410 -2.081 -0.131
C -1.714 1.504 0.810
C 1.974 -0.356 -0.967
H -2.787 1.410 0.649
H -1.080 0.459 -1.569
H -1.340 2.301 0.154
C 1.297 0.500 -0.196
H 2.671 0.037 -1.699
C -1.384 -0.254 -0.791
H -2.457 -0.428 -0.876
O 0.515 -1.161 1.388
C 0.341 0.155 0.908
H -1.538 1.794 1.847
*
```

Atomic partial charges in e from the natural (NBO) method, atoms 1 to 4: N -0.8258; H 0.1605; H 0.2124; H 0.3755


# 5
A structure of composition C31H29BaF5N4O7PSe2, computed with ωB97M-V with the def2-TZVPD basis set.

## Properties
ΔE to the lowest compared entry with this formula, charge and spin   16.8 kJ/mol
HOMO energy   -0.2070 hartree

The geometry in ORCA input format:
```
! RIJCOSX wB97M-V def2-TZVPD def2/J DEFGRID3
* xyz -1 1
C 2.250 2.904 3.405
F 6.576 0.836 -3.464
C -0.736 1.574 5.110
Se -0.684 -0.026 -2.534
P -2.424 0.873 -1.775
H -5.122 1.884 -2.420
C -3.910 4.318 -4.474
Se -2.250 1.633 0.232
C -4.795 3.576 -3.709
C -2.085 3.014 -3.529
C 3.288 1.210 -1.807
O 2.597 2.275 6.446
C -4.364 2.541 -2.899
O 0.758 2.042 7.604
H 4.399 -1.404 4.234
H -1.734 -4.270 -1.164
H 3.223 -4.508 2.209
C -5.052 -2.051 -0.708
H 0.544 -3.236 -3.207
H 0.516 -2.666 3.675
H -2.013 -2.548 -1.531
O 3.071 3.488 4.115
N 0.067 -3.064 -1.257
N 0.111 1.969 3.089
C 1.291 2.154 6.534
H 5.148 -2.709 3.384
C -4.179 -1.003 -0.675
F 1.860 3.089 -1.803
F 4.848 -0.557 -1.791
H 1.445 -1.959 -2.341
O 1.443 -1.800 0.013
C -5.347 -1.749 -3.047
C 3.060 2.505 -2.187
H 0.667 -3.353 2.184
H 4.694 -1.351 2.445
H -5.897 3.735 -3.813
C 4.480 0.700 -2.236
C 0.996 2.304 3.955
N 3.126 -2.547 3.030
N -0.940 1.574 3.803
H 3.713 -4.310 3.946
H -4.329 5.122 -4.971
O 2.239 -0.578 2.574
C 5.054 2.663 -3.359
C 0.715 -2.367 2.643
Ba 1.232 1.146 0.548
C 4.400 -1.922 3.286
H -1.514 -2.757 1.115
C -0.771 -1.971 0.899
C 5.394 1.371 -3.051
F 3.661 4.512 -3.301
C 2.094 -1.759 2.720
H -5.268 -2.621 0.153
H -1.795 4.684 -4.827
C -3.805 -0.308 -1.832
H 1.857 -3.697 -2.114
C -5.643 -2.418 -1.908
C -1.338 -3.400 -1.688
H 2.874 2.775 5.598
O 2.450 2.691 2.179
H -4.070 -0.202 -3.956
C -2.560 4.078 -4.304
H -6.408 -3.199 -1.892
H -5.830 -2.070 -3.985
H -1.402 -1.191 0.483
F 5.903 3.481 -4.028
H -1.398 1.214 5.886
C 3.081 -3.977 3.159
H -3.770 -0.578 0.243
C 0.313 -2.305 -0.176
C -4.377 -0.707 -3.032
H -1.344 -3.552 -2.741
C -3.012 2.240 -2.841
O -0.194 -1.455 2.111
H 2.103 -4.296 3.501
C 3.903 3.246 -2.968
C 1.076 -2.972 -2.333
C 0.576 2.024 5.270
H -1.055 2.808 -3.384
H -1.683 1.161 3.275
*
```

Atomic partial charges in e from the Mulliken method, atoms 1 to 4: C 0.2926; F -0.3221; C -0.6776; Se -0.1828


# 6
A cluster of 2 separate species, C3H6O2 in total, computed with ωB97M-V with the def2-TZVPD basis set.

## Properties
ΔE to the lowest compared entry with this formula, charge and spin   282.9 kJ/mol
HOMO energy   -0.3493 hartree

The geometry in ORCA input format:
```
! RIJCOSX wB97M-V def2-TZVPD def2/J DEFGRID3
* xyz 0 1
H 0.912 -1.138 -1.179
H -0.987 -0.758 1.820
O -0.410 -2.330 -0.074
H -1.062 1.436 -0.897
H 0.639 0.938 -1.341
C 0.007 1.292 -0.563
C -0.019 0.043 0.308
H 0.443 2.057 0.055
C 0.134 -1.323 -0.483
O -0.950 0.105 1.337
H 1.293 -0.323 1.016
*
```

Atomic partial charges in e from the natural (NBO) method, atoms 1 to 4: H 0.1188; H 0.4926; O -0.5374; H 0.2355


# 7
A cluster of 5 separate species, C11H22O20S5 in total, computed with ωB97M-V with the def2-TZVPD basis set.

## Properties
HOMO energy   -0.3482 hartree

The geometry in ORCA input format:
```
! RIJCOSX wB97M-V def2-TZVPD def2/J DEFGRID3
* xyz 0 1
H -3.028 -2.227 -1.767
H 3.625 2.558 7.168
H 0.144 2.533 -4.156
H -1.747 -0.820 -3.301
H 2.162 4.305 8.052
H -3.328 -5.638 -4.500
H -4.578 -5.057 -5.635
H -0.265 5.290 -2.857
O -2.414 3.541 -0.980
S -4.117 -2.314 -4.743
H 1.311 -2.023 3.586
H -0.407 4.874 -4.588
O 0.901 -2.626 -3.083
O -3.164 -2.705 -6.007
S 1.355 2.395 5.337
H -2.027 0.274 -1.918
H 1.865 -2.208 0.997
O -1.924 4.187 -3.344
C 1.553 -1.054 2.938
H 2.658 -0.490 0.992
H 2.688 1.683 8.411
S 0.386 -2.154 -1.817
C -3.729 -4.759 -5.011
S 4.614 1.248 2.999
H -2.136 -1.602 -0.352
C 1.681 3.442 7.583
H 3.788 1.486 1.863
O -2.726 1.873 -2.871
H -0.232 -0.091 3.230
H 2.012 -0.188 3.583
C -2.670 -4.033 -5.836
O 0.004 1.926 5.137
H 0.776 3.183 8.141
H -2.507 -4.506 -6.808
O 4.640 -1.840 4.211
O 2.077 1.433 6.439
O -5.429 -1.983 -5.253
C -1.567 -0.666 -2.232
S -2.028 2.979 -2.253
C 2.622 2.245 7.476
C 2.508 -1.446 1.653
O -3.375 -1.446 -3.859
O 1.147 -2.205 -0.590
O -0.157 -0.631 -2.024
O 2.283 2.613 4.250
O 0.217 -0.574 2.453
C 4.595 -1.391 2.927
O 3.746 -2.160 2.005
C -2.062 -1.856 -1.414
O 1.304 3.751 6.242
O -0.440 2.610 -2.194
C -0.552 4.508 -3.568
O 5.432 -0.228 2.591
O -1.060 -2.862 -1.560
C 0.218 3.217 -3.304
H 1.271 3.399 -3.075
O -4.192 -3.796 -4.068
H -1.720 -3.975 -5.296
*
```

Atomic partial charges in e from the natural (NBO) method, atoms 1 to 4: H 0.2226; H 0.1952; H 0.1946; H 0.2209